1.
# C6H6N

An isolated ion of composition C6H6N and charge +1 (the ωB97M-V functional and the def2-TZVPD basis, OMol25).

Geometry as XYZ:
```
13
Properties=species:S:1:pos:R:3
N 0.656 0.441 -0.530
C 0.752 1.907 -0.347
C 0.514 -2.122 0.472
C -0.734 -0.064 -0.285
C -0.677 -2.456 1.050
C -0.641 -1.356 0.329
C 1.648 -0.299 -0.594
H -1.247 -3.175 1.737
H 0.682 1.952 0.737
H -1.309 0.763 0.223
H -1.197 -0.270 -1.213
H -0.209 2.369 -0.879
H 1.762 2.312 -0.701
```

Computed properties:
E_HOMO (alpha / beta) in eV: -14.55 / -14.55
Frontier orbital gap (alpha / beta) in eV: 8.8 / 8.8
Molar mass in Da: 92.12
Energy above the lowest of the compared OMol25 structures with the same formula, charge and spin in kJ/mol: 529.2
Total charge: +1
Largest force on an atom in eV/Å: 3.65
E_LUMO (alpha / beta) in eV: -5.733 / -5.732
E in hartree: -286.433694

Results of the Mulliken charge analysis, in e, for atoms 1 through 5: 0.19 -0.86 -0.32 -0.23 -0.23

2.
# C6H6N2

C6H6N2 in the gas phase (the ωB97M-V functional and the def2-TZVPD basis, OMol25).

Geometry as XYZ:
```
14
Properties=species:S:1:pos:R:3
N -0.444 0.417 -0.851
N -0.751 -1.307 -2.250
C 0.032 0.498 0.399
C -0.256 1.784 1.126
C 0.524 -1.637 -0.341
C 0.408 -0.975 0.891
C 0.720 1.851 2.030
C -0.218 -0.773 -1.333
H 0.926 -2.644 -0.444
H -1.154 2.535 1.054
H 0.868 2.726 2.743
H 0.679 -1.330 1.836
H 1.587 1.261 2.350
H -1.800 -0.808 -2.464
```

Computed properties:
E_HOMO in eV: -9.57
Frontier orbital gap in eV: 9.1
Molar mass in Da: 106.13
Energy above the lowest of the compared OMol25 structures with the same formula, charge and spin in kJ/mol: 392.5
Total charge: 0
Largest force on an atom in eV/Å: 9.96
E_LUMO in eV: -0.509
E in hartree: -341.573071
SMILES: [H]/N=C1/C=CC(C=C)=N1

Results of the Mulliken charge analysis, in e, for atoms 1 through 5: -0.68 -0.59 0.52 -0.12 -0.28

3.
# C6H6N2O

C6H6N2O in the gas phase (the ωB97M-V functional and the def2-TZVPD basis, OMol25).

Geometry as XYZ:
```
15
Properties=species:S:1:pos:R:3
O 1.977 1.468 0.932
N -0.797 -0.474 -0.053
N -2.591 -1.495 1.130
C 2.418 1.288 -0.505
C -2.043 -1.139 0.048
C 1.020 0.650 -0.713
C 0.725 0.967 0.672
C -0.350 0.331 1.075
C 0.197 -0.287 -1.166
H 2.817 2.120 -1.109
H -3.293 -2.207 1.267
H -0.106 -0.596 -2.257
H -0.718 0.129 2.131
H 3.310 0.618 -0.510
H -2.566 -1.376 -0.943
```

Computed properties:
E_HOMO in eV: -8.42
Frontier orbital gap in eV: 9.3
Molar mass in Da: 122.13
Energy above the lowest of the compared OMol25 structures with the same formula, charge and spin in kJ/mol: 407.9
Total charge: 0
Largest force on an atom in eV/Å: 4.40
E_LUMO in eV: 0.830
E in hartree: -416.818327
SMILES: [H]/N=C/n1cc2c(c1)OC2

Results of the Mulliken charge analysis, in e, for atoms 1 through 5: -0.44 0.19 -0.59 -0.26 0.09

4.
# C6H6N2O

C6H6N2O in the gas phase (the ωB97M-V functional and the def2-TZVPD basis, OMol25).

Geometry as XYZ:
```
15
Properties=species:S:1:pos:R:3
O -0.246 -1.982 0.329
N 0.928 -0.163 1.474
N -1.058 2.284 2.740
C -0.510 1.534 2.075
C -0.199 1.311 -0.175
C -0.009 -1.893 -0.873
C -0.057 0.562 -1.435
C 0.007 -0.753 -1.735
C 0.106 0.804 1.043
H 0.012 1.270 -2.301
H -0.017 -1.077 -2.749
H -0.546 2.414 -0.418
H -0.052 -2.864 -1.430
H 0.735 -0.285 2.515
H 0.905 -1.163 0.940
```

Computed properties:
E_HOMO in eV: -8.88
Frontier orbital gap in eV: 8.1
Molar mass in Da: 122.13
Energy above the lowest of the compared OMol25 structures with the same formula, charge and spin in kJ/mol: 236.3
Total charge: 0
Largest force on an atom in eV/Å: 3.77
E_LUMO in eV: -0.804
E in hartree: -416.883683
SMILES: N#C/C(N)=C/C=C\C=O

Results of the Mulliken charge analysis, in e, for atoms 1 through 5: -0.59 -0.57 -0.41 0.09 -0.73

5.
# C6H6N2O

C6H6N2O in the gas phase (the ωB97M-V functional and the def2-TZVPD basis, OMol25).

Geometry as XYZ:
```
15
Properties=species:S:1:pos:R:3
O 1.020 1.352 0.937
N -0.821 -0.508 1.334
N -0.284 1.840 1.040
C -1.098 0.852 1.204
C -1.045 -1.206 0.159
C 1.073 0.454 -1.374
C 0.379 -0.921 0.616
C 1.245 0.194 0.053
C 0.824 0.568 -2.537
H 2.340 0.199 0.140
H 0.464 0.549 -3.555
H -1.280 -0.645 -0.822
H -2.093 1.139 1.416
H 0.935 -1.786 1.127
H -1.657 -2.080 0.261
```

Computed properties:
E_HOMO in eV: -9.43
Frontier orbital gap in eV: 10.4
Molar mass in Da: 122.13
Energy above the lowest of the compared OMol25 structures with the same formula, charge and spin in kJ/mol: 534.7
Total charge: 0
Largest force on an atom in eV/Å: 4.01
E_LUMO in eV: 0.937
E in hartree: -416.770038
SMILES: C#C[C@H]1ON=CN2C[C@@H]12

Results of the Mulliken charge analysis, in e, for atoms 1 through 5: -0.28 -0.30 -0.43 0.10 -0.47

6.
# C6H6N2O

C6H6N2O as an isolated structure (the ωB97M-V functional and the def2-TZVPD basis, OMol25).

Geometry as XYZ:
```
15
Properties=species:S:1:pos:R:3
O -0.664 -2.163 0.392
N 0.566 1.386 -0.966
N 0.922 0.393 -1.782
C -0.131 -1.121 -0.323
C -0.070 2.400 1.163
C -0.776 -1.264 1.577
C 0.551 -0.882 -1.552
C -0.244 -0.119 0.570
C 0.090 1.176 0.247
H 0.716 -1.579 -2.446
H -1.223 2.533 1.285
H 0.377 2.310 2.136
H -0.079 -1.658 2.385
H -1.792 -1.112 2.031
H 0.370 3.217 0.619
```

Computed properties:
E_HOMO in eV: -9.14
Frontier orbital gap in eV: 9.8
Molar mass in Da: 122.13
Energy above the lowest of the compared OMol25 structures with the same formula, charge and spin in kJ/mol: 276.1
Total charge: 0
Largest force on an atom in eV/Å: 2.93
E_LUMO in eV: 0.677
E in hartree: -416.868527

Results of the Mulliken charge analysis, in e, for atoms 1 through 5: -0.43 -0.26 -0.61 0.35 -1.09

7.
# C6H6N2O

C6H6N2O in the gas phase (the ωB97M-V functional and the def2-TZVPD basis, OMol25).

Geometry as XYZ:
```
15
Properties=species:S:1:pos:R:3
O 2.209 0.038 -0.173
N 1.508 -0.542 -1.339
N 1.876 0.288 2.089
C 0.200 -0.267 -0.875
C 0.061 -0.058 0.420
C 1.433 0.043 0.901
C -1.107 -0.319 -1.506
C -1.330 0.243 0.936
C -2.014 0.011 -0.449
H -1.280 -0.412 -2.559
H -1.686 1.205 1.518
H -3.044 -0.027 -0.483
H 2.873 0.494 2.193
H 1.929 -0.120 -2.285
H -1.626 -0.577 1.611
```

Computed properties:
E_HOMO in eV: -8.22
Frontier orbital gap in eV: 8.6
Molar mass in Da: 122.13
Energy above the lowest of the compared OMol25 structures with the same formula, charge and spin in kJ/mol: 348.2
Total charge: 0
Largest force on an atom in eV/Å: 4.18
E_LUMO in eV: 0.377
E in hartree: -416.841050
SMILES: [H]/N=c1\o[nH]c2c1CC=C2

Results of the Mulliken charge analysis, in e, for atoms 1 through 5: -0.30 -0.27 -0.71 0.47 0.38

8.
# C6H6N2O

C6H6N2O in the gas phase (the ωB97M-V functional and the def2-TZVPD basis, OMol25).

Geometry as XYZ:
```
15
Properties=species:S:1:pos:R:3
O -0.738 -1.137 2.244
N 1.125 0.737 -0.175
N -1.822 0.069 -3.046
C 1.771 0.901 1.076
C 0.165 -0.666 1.455
C -0.914 -0.363 -0.920
C 0.045 -0.209 -0.028
C -0.939 0.318 -2.211
C 1.328 0.010 2.063
H 1.321 1.305 -1.044
H -1.777 -0.989 -0.795
H 1.530 0.253 3.189
H -0.002 0.770 -2.660
H 2.496 1.646 1.152
H -1.516 0.527 -3.855
```

Computed properties:
E_HOMO in eV: -8.59
Frontier orbital gap in eV: 7.8
Molar mass in Da: 122.13
Energy above the lowest of the compared OMol25 structures with the same formula, charge and spin in kJ/mol: 221.4
Total charge: 0
Largest force on an atom in eV/Å: 5.23
E_LUMO in eV: -0.747
E in hartree: -416.889345
SMILES: [H]/N=C/C=C1\NC=CC1=O

Results of the Mulliken charge analysis, in e, for atoms 1 through 5: -0.60 -0.12 -0.61 -0.20 0.76

9.
# C6H6N2S

C6H6N2S as an isolated structure (the ωB97M-V functional and the def2-TZVPD basis, OMol25).

Geometry as XYZ:
```
15
Properties=species:S:1:pos:R:3
S -2.579 -0.231 -0.200
N -1.629 -1.523 -0.193
N -1.388 2.224 0.075
C 0.696 -2.229 0.051
C -0.138 0.229 0.035
C 1.117 0.810 -0.063
C -0.359 -1.180 -0.171
C -1.320 0.922 -0.016
C 2.149 1.389 -0.315
H 3.179 1.416 -0.332
H 1.591 -1.556 0.403
H 0.975 -2.785 -0.794
H 0.338 -2.765 0.855
H -0.448 2.699 0.124
H -2.184 2.577 0.541
```

Computed properties:
E_HOMO in eV: -8.31
Frontier orbital gap in eV: 9.0
Molar mass in Da: 138.20
Energy above the lowest of the compared OMol25 structures with the same formula, charge and spin in kJ/mol: 146.7
Total charge: 0
Largest force on an atom in eV/Å: 4.79
E_LUMO in eV: 0.691
E in hartree: -739.842183

Results of the Mulliken charge analysis, in e, for atoms 1 through 5: 0.00 -0.62 -0.44 -0.96 0.79

10.
# C6H6N2S

C6H6N2S in the gas phase (the ωB97M-V functional and the def2-TZVPD basis, OMol25).

Geometry as XYZ:
```
15
Properties=species:S:1:pos:R:3
S 0.060 1.800 0.446
N -0.694 -1.557 2.037
N 1.336 -1.284 3.410
C 1.160 1.595 -0.827
C -0.536 0.190 0.203
C -1.516 -0.336 1.142
C 0.270 -0.480 -0.690
C 1.179 0.364 -1.374
C 0.437 -1.355 2.645
H -1.384 -1.725 2.835
H 1.955 0.101 -2.062
H 0.189 -1.564 -0.643
H -1.906 0.368 1.928
H -2.269 -0.877 0.676
H 1.684 2.453 -1.166
```

Computed properties:
E_HOMO (alpha / beta) in eV: -5.23 / -8.80
Frontier orbital gap (alpha / beta) in eV: 5.8 / 5.0
Molar mass in Da: 138.20
Multiplicity: 3
Energy above the lowest of the compared OMol25 structures with the same formula, charge and spin in kJ/mol: 183.2
Total charge: 0
Largest force on an atom in eV/Å: 4.80
E_LUMO (alpha / beta) in eV: 0.553 / -3.754
E in hartree: -739.691199

Results of the Mulliken charge analysis, in e, for atoms 1 through 5: 0.00 -0.53 -0.52 -0.48 0.06

11.
# C6H6N3O

An isolated ion of composition C6H6N3O and charge +1 (the ωB97M-V functional and the def2-TZVPD basis, OMol25).

Geometry as XYZ:
```
16
Properties=species:S:1:pos:R:3
O -2.309 1.410 0.087
N -1.414 0.352 0.122
N 0.487 -0.826 0.203
N 2.679 -0.028 -0.008
C 0.832 1.567 0.154
C 1.829 -1.000 0.089
C 2.204 1.228 0.019
C 0.034 0.471 0.203
C -1.745 -0.950 0.071
C -0.529 -1.692 0.026
H 2.227 -1.975 0.347
H 0.334 2.571 0.039
H -2.730 -1.190 -0.210
H -3.149 1.080 -0.197
H 3.069 1.914 -0.057
H -0.267 -2.720 -0.178
```

Computed properties:
E_HOMO in eV: -13.18
Frontier orbital gap in eV: 8.6
Molar mass in Da: 136.13
Energy above the lowest of the compared OMol25 structures with the same formula, charge and spin in kJ/mol: 246.2
Total charge: +1
Largest force on an atom in eV/Å: 4.57
E_LUMO in eV: -4.597
E in hartree: -471.400925
SMILES: On1cc[n+]2cnccc12

Results of the Mulliken charge analysis, in e, for atoms 1 through 5: -0.35 0.31 0.13 -0.42 -0.57

12.
# C6H6NO3PS2

C6H6NO3PS2 in the gas phase (the ωB97M-V functional and the def2-TZVPD basis, OMol25).

Geometry as XYZ:
```
19
Properties=species:S:1:pos:R:3
S -2.383 -1.825 -1.461
S -3.956 0.844 0.038
P -2.367 -0.678 0.308
O -3.172 1.730 -1.050
O -3.101 -1.803 1.215
O -3.793 1.382 1.378
N -2.022 1.218 -1.790
C -0.836 1.440 -1.450
C 0.473 1.427 -1.263
C 1.049 -0.114 0.648
C 0.022 0.210 1.599
C 1.292 0.474 -0.570
C -1.339 0.117 1.550
H 0.502 0.311 2.583
H 2.087 0.044 -1.105
H 1.875 -0.681 0.903
H -2.908 -1.508 2.162
H 0.952 2.262 -1.855
H -1.108 -1.732 -1.680
```

Computed properties:
E_HOMO in eV: -8.36
Frontier orbital gap in eV: 7.9
Molar mass in Da: 235.23
Energy above the lowest of the compared OMol25 structures with the same formula, charge and spin in kJ/mol: 497.1
Total charge: 0
Largest force on an atom in eV/Å: 3.97
E_LUMO in eV: -0.426
E in hartree: -1650.177150

Results of the Mulliken charge analysis, in e, for atoms 1 through 5: -0.24 0.50 0.82 -0.14 -0.56